# C24H21IrN4O2S

C24H21IrN4O2S as an isolated structure at a distorted geometry (ωB97M-V/def2-TZVPD, OMol25).

As for the lowest unoccupied orbital energy: -0.3 eV. The total energy is -1799.21372 Ha. As for the maximum force: 1.90 eV/Å. The HOMO energy comes out at -7.9 eV. As for the energy above the lowest of the compared OMol25 structures with the same formula, charge and spin: 190.7 kJ/mol.

Last column: Mulliken charge in e.
Geometry (Å):
H1 -2.0198 -0.4844 0.1748  0.426
C1 1.4098 -0.0692 4.9188  -0.911
H2 3.2431 -1.9474 6.5659  0.265
C2 -2.5889 -1.7573 -2.9073  -0.597
C3 -0.7544 2.9802 -2.2342  -0.082
H3 0.8484 1.3048 3.3335  0.538
C4 -0.2105 1.5225 -0.2686  0.390
C5 1.4922 -1.8683 2.9481  0.544
C6 -1.7326 3.4766 -0.0881  -0.314
N1 2.5846 -1.0092 -0.6036  0.095
C7 -3.8970 0.2286 -2.5466  -0.540
H4 -0.9201 -3.4555 -1.8851  0.582
C8 -2.2687 4.8356 -1.9965  -0.410
C9 -2.4166 4.5476 -0.6445  -0.574
C10 -3.3460 0.3495 -1.2753  -0.682
H5 -1.3104 4.2900 -3.8394  0.405
C11 1.1235 0.3007 3.6294  -0.116
C12 4.5772 -0.8846 -1.5957  -0.604
H6 -2.8045 5.6699 -2.4322  0.404
C13 1.3034 -2.4052 -1.9074  0.638
H7 -2.3001 -2.5859 -3.5463  0.331
C14 -1.4336 4.0566 -2.7895  -0.644
H8 -3.6313 1.1748 -0.6351  0.453
O1 -0.2693 1.3243 0.9649  -0.674
C15 -2.0239 -1.6364 -1.6436  0.979
O2 0.4220 0.7076 -1.0172  -0.743
N2 1.1699 -0.6124 2.6564  -0.404
C16 3.8047 -1.8036 -2.3230  -1.016
N3 1.7999 -2.3136 4.1634  -0.601
C17 2.1547 -1.8797 6.5100  -1.181
H9 1.7560 -2.8768 6.6850  0.351
H10 -0.1064 2.3539 -2.8342  0.427
C18 -0.9757 -2.6223 -1.1837  -1.482
C19 -3.5255 -0.8320 -3.3584  -0.621
N4 0.3768 -2.0610 -1.0703  0.207
H11 5.5894 -0.5730 -1.8027  0.422
H12 1.0978 -3.0930 -2.7206  0.458
H13 -1.2460 -3.0171 -0.2020  0.191
C20 1.7638 -1.4052 5.1435  0.993
C21 2.5696 -1.8393 -1.6865  -0.293
H14 4.0229 0.3116 0.2184  0.468
S1 1.4528 -2.7642 1.4507  -0.504
C22 3.7839 -0.4044 -0.5529  -0.610
H15 -3.0607 5.1592 -0.0256  0.397
H16 -3.9572 -0.9386 -4.3459  0.388
C23 -2.4243 -0.5817 -0.8267  -0.085
H17 -4.6191 0.9564 -2.8956  0.414
H18 -1.8283 3.2348 0.9623  0.409
H19 1.8112 -1.1996 7.2882  0.351
H20 4.0922 -2.3675 -3.1976  0.471
H21 1.3636 0.6446 5.7293  0.337
Ir1 0.9645 -0.8324 0.4220  1.028
C24 -0.9069 2.6909 -0.8825  0.327